{
  "formula": "C4H12N2O2",
  "method": "wB97M-V/def2-TZVPD",
  "relative_energy_kj_mol": 84.50,
  "elements": ["N", "C", "O", "O", "H", "H", "C", "C", "C", "N", "H", "H", "H", "H", "H", "H", "H", "H", "H", "H"],
  "coordinates": [[-0.8941, -2.9778, -2.8266], [-0.7443, -2.0010, -1.7758], [-0.0546, -2.1807, -0.7765], [-1.5738, -0.9777, -1.9403], [-0.9514, -3.9563, -2.5999], [-1.5188, -2.6236, -3.5571], [0.2368, 0.4006, 0.5587], [0.5659, 1.4237, 1.6504], [2.0274, 1.8943, 1.7091], [-1.1671, 0.4250, 0.1091], [0.8371, 0.6352, -0.2989], [0.4946, -0.6341, 0.8905], [0.2372, 1.1135, 2.6425], [-0.0142, 2.3109, 1.4150], [2.7291, 1.0972, 2.0263], [2.2199, 2.2646, 0.6899], [2.1360, 2.6488, 2.4727], [-1.8279, 0.1133, 0.8108], [-1.4204, 1.3662, -0.2891], [-1.3174, -0.3421, -0.9107]]
}